(1)
Entry from the Open Molecules 2025 dataset: a molecular structure, C17H32AlBBrCsF7IMgN2O10S3 at a distorted geometry (ωB97M-V/def2-TZVPD).

Each line ends with the Löwdin charge.
Element x y z (Å)
O: 1.74969 2.81924 1.51099  -0.16
S: 2.15154 2.64878 0.20686  0.59
O: 1.54353 3.44504 -0.77180  -0.21
O: 3.71911 2.69573 0.07346  -0.14
C: 4.21586 1.89899 -0.98884  -0.15
C: 4.07515 0.39700 -0.71488  -0.29
C: 2.91806 0.11679 0.25390  -0.19
C: 1.75632 0.96757 -0.20964  -0.31
C: 0.39976 0.64906 0.37738  -0.29
C: -0.75455 0.34609 -0.57402  -0.29
C: -1.82488 1.35315 -0.27192  -0.41
I: -3.67023 0.59044 -1.20693  1.12
H: 5.25173 2.15331 -1.11767  0.13
H: 3.70536 2.12294 -1.91362  0.14
H: 5.01573 -0.08559 -0.40699  0.02
H: 3.77956 -0.05039 -1.66952  0.08
H: 2.68753 -0.95010 0.23253  0.05
H: 3.23439 0.39094 1.25228  0.15
H: 1.71882 0.89608 -1.29101  0.14
H: 0.40059 -0.27926 1.04581  -0.04
H: 0.14334 1.51313 0.97046  0.06
H: -0.50431 0.35071 -1.62578  0.13
H: -1.14639 -0.63715 -0.34993  0.06
H: -1.61785 2.35238 -0.61659  0.07
H: -2.05910 1.36001 0.77912  0.05
B: 2.62244 2.63971 4.65190  -1.27
F: 2.51045 1.43914 3.87317  0.03
F: 2.57284 2.31352 6.00130  0.12
F: 3.82502 3.27058 4.33690  0.10
F: 1.54035 3.47831 4.32922  0.09
C: 8.86059 2.85603 -1.05704  -0.06
C: 8.43491 2.19222 -2.27646  -0.28
N: 8.08698 1.61519 -3.21500  0.19
H: 7.99305 3.23256 -0.51880  0.09
H: 9.40113 2.15336 -0.42418  0.09
H: 9.50772 3.68465 -1.32346  0.08
Mg: -5.68099 2.08886 -1.22683  1.08
Br: -0.50485 -0.26295 2.78875  0.55
N: -0.79503 5.22868 -2.59716  -0.69
S: -0.41519 4.51279 -3.97432  0.38
O: -0.85076 5.16982 -5.16387  -0.36
O: -0.46941 3.09899 -3.93766  -0.23
F: 1.12108 4.82851 -3.98866  -0.14
S: -2.32621 5.18361 -2.29423  0.34
O: -2.71291 6.07867 -1.26621  -0.26
O: -2.95294 3.89347 -2.28480  -0.34
F: -2.99179 5.86338 -3.58221  -0.33
Cs: -0.87317 7.33565 -3.44004  1.62
Al: 4.62027 -2.18694 -0.75981  1.16
C: -0.71561 -4.80322 0.59762  -0.15
C: -1.17842 -4.98129 -0.84948  -0.15
C: -1.93850 -3.68521 -1.09686  -0.19
O: -1.30290 -2.68022 -0.28292  -0.21
C: -0.40939 -3.31484 0.64471  -0.22
H: 0.13921 -5.41945 0.86587  0.12
H: -1.53142 -5.03867 1.28249  0.12
H: -0.31425 -5.04354 -1.51399  0.12
H: -1.79109 -5.86492 -1.00910  0.12
H: -2.98379 -3.76993 -0.78369  0.11
H: -1.91417 -3.37192 -2.14093  0.12
H: 0.62273 -3.11254 0.31686  0.11
H: -0.54816 -2.88380 1.63449  0.06
O: -6.30376 -1.53740 1.09032  0.04
C: -5.97415 -2.63826 1.46970  -0.53
O: -6.81442 -3.65652 1.29854  0.02
C: -6.47088 -5.02576 1.56918  -0.22
C: -6.64364 -5.37754 3.03059  -0.05
C: -4.65667 -2.84247 2.18519  0.02
H: -5.46719 -5.24727 1.20218  0.11
H: -7.15994 -5.61049 0.96519  0.13
H: -5.98297 -4.79163 3.66984  0.07
H: -6.43057 -6.43292 3.19417  0.09
H: -7.66503 -5.17285 3.34735  0.09
H: -4.76952 -2.56334 3.23137  0.11
H: -3.93752 -2.17171 1.71832  0.07
H: -4.25252 -3.84977 2.12483  0.07
F: 8.98224 4.11473 -3.38596  -0.25

Forces on atoms 1 to 2 (eV/Å):
-0.0874 0.6061 3.3286
-0.0909 -0.4012 -0.9427

Results
Charge: +2
Kohn-Sham gap: 1.3 eV

(2)
Entry from the Open Molecules 2025 dataset: a single C5H11N molecule at a distorted geometry (ωB97M-V/def2-TZVPD).

Each line ends with the Löwdin charge.
Element x y z (Å)
C: 1.85683 0.83614 -0.08634  -0.12
C: 1.47188 -0.69789 -0.20268  -0.23
C: -0.00392 -1.06978 0.13648  -0.25
N: -0.94380 -0.25772 -0.63155  -0.11
C: -1.36460 0.99253 0.05306  -0.15
C: -2.27079 -0.16462 -0.06408  -0.18
H: 3.00715 0.92354 -0.12936  0.08
H: 1.57241 1.22331 0.93127  0.07
H: 1.41308 1.48778 -0.93037  0.09
H: 1.63983 -1.09990 -1.21680  0.10
H: 2.02293 -1.28082 0.53128  0.09
H: -0.15256 -1.00945 1.22725  0.11
H: -0.20243 -2.10394 -0.16506  0.11
H: -1.49635 1.88707 -0.54183  0.10
H: -0.93646 1.19912 1.02233  0.09
H: -2.51228 -0.69856 0.85414  0.10
H: -3.10094 -0.16681 -0.78773  0.11

Forces on atoms 1 to 2 (eV/Å):
0.7230 -0.2545 -0.3143
-1.0364 0.5171 -0.0724

Results
Kohn-Sham gap: 10.5 eV
SMILES: CCCN1CC1

(3)
Entry from the Open Molecules 2025 dataset: a molecular structure, C14H28N7O2Ti (ωB97M-V/def2-TZVPD).

Each line ends with the Löwdin charge.
Element x y z (Å)
Ti: -0.72116 -0.45582 -0.32478  1.21
C: 2.58184 -1.34883 1.89388  0.02
N: 2.71855 -1.94793 0.57380  -0.04
C: 3.68440 -3.03205 0.29427  -0.03
C: 3.26884 -3.49804 -1.11093  -0.03
N: 2.31248 -2.45213 -1.53367  -0.05
C: 1.85699 -2.35028 -2.91260  0.02
C: 2.04119 -1.65641 -0.51826  -0.31
N: 1.11881 -0.60697 -0.60814  -0.08
C: 1.66728 0.77952 -0.47052  -0.13
C: 0.54825 1.79138 -0.75095  -0.15
N: -0.72575 1.39504 -0.02978  -0.07
C: -1.43617 2.38993 0.62752  -0.31
N: -1.80113 2.29298 1.89311  -0.05
C: -1.50187 1.23689 2.84504  0.02
C: -2.61542 3.46398 2.27497  -0.04
C: -2.44741 4.40029 1.06729  -0.04
N: -1.81731 3.51939 0.06212  -0.05
C: -1.67734 3.93350 -1.32767  0.02
H: 2.75566 -2.11934 2.64187  0.12
H: 1.57040 -0.96900 2.02980  0.08
H: 3.31039 -0.55145 2.04482  0.11
H: 3.59252 -3.81338 1.04513  0.14
H: 4.69770 -2.63150 0.32495  0.15
H: 2.76882 -4.46670 -1.10594  0.14
H: 4.10389 -3.53881 -1.80678  0.14
H: 2.71358 -2.46344 -3.57501  0.12
H: 1.41015 -1.37450 -3.08571  0.09
H: 1.14444 -3.14376 -3.14233  0.11
H: 2.47346 0.93516 -1.18952  0.15
H: 2.06115 0.92397 0.53567  0.12
H: 0.36982 1.87492 -1.82423  0.12
H: 0.86858 2.76891 -0.39307  0.15
H: -0.65099 0.65054 2.50305  0.07
H: -2.36163 0.58285 2.99360  0.11
H: -1.24034 1.68912 3.80014  0.12
H: -2.23267 3.89467 3.19761  0.14
H: -3.64929 3.15693 2.43481  0.15
H: -1.79545 5.24930 1.27296  0.15
H: -3.39576 4.77226 0.68618  0.14
H: -2.57863 4.46932 -1.61861  0.11
H: -1.57802 3.06614 -1.97559  0.09
H: -0.82330 4.59883 -1.45797  0.11
N: -2.09220 -1.54340 -1.61657  0.00
C: -2.67341 -2.67371 -0.79958  -0.06
C: -1.88190 -2.84220 0.48990  -0.46
O: -1.69734 -3.82358 1.09642  0.25
O: -1.35054 -1.57782 0.86343  -0.15
H: -2.86073 -0.97413 -1.97378  0.13
H: -1.65085 -1.92564 -2.45377  0.13
H: -2.67619 -3.61204 -1.35012  0.16
H: -3.70640 -2.44294 -0.53645  0.16

Forces on atoms 1 to 2 (eV/Å):
0.1337 0.2312 0.1722
0.0606 0.0109 0.0227

Results
Charge: +3
Kohn-Sham gap: 7.5 eV

(4)
Entry from the Open Molecules 2025 dataset: a molecular structure, C15H32AlCl2CsF9LiN3O8 at a distorted geometry (ωB97M-V/def2-TZVPD).

Each line ends with the Löwdin charge.
Element x y z (Å)
C: -0.65911 -0.67179 4.73841  -0.08
C: 0.26950 -0.13525 3.45542  -0.26
C: -0.78960 0.69938 2.47658  -0.20
C: -0.82258 2.31045 2.79013  -0.18
C: -2.28508 3.02568 2.58534  -0.14
C: -3.21445 2.37860 1.39936  -0.18
N: -4.12718 1.28044 1.89779  -0.11
C: -5.41922 1.80507 2.48397  -0.18
C: -5.43597 1.28534 4.07382  -0.62
C: -6.70676 0.26886 4.39233  -0.13
Cl: -5.50478 2.84939 5.09806  0.52
C: -4.34186 0.18219 0.88025  -0.27
O: -3.48554 -0.87574 0.88327  -0.06
O: -5.38606 0.17320 -0.17710  -0.04
H: -1.08009 0.24821 5.35772  0.12
H: -0.09369 -1.45449 5.40745  0.10
H: -1.62873 -1.23029 4.32261  0.10
H: 1.18748 0.50979 3.79995  0.12
H: 0.61781 -1.11829 2.87487  -0.01
H: -1.83282 0.18530 2.60750  0.09
H: -0.47601 0.56424 1.33468  0.13
H: 0.02364 2.79588 2.10239  0.12
H: -0.48362 2.55876 3.90694  0.13
H: -2.89606 2.93917 3.59541  0.11
H: -2.16541 4.19147 2.35994  0.12
H: -2.58942 1.97971 0.47475  0.14
H: -3.90620 3.23973 0.95499  0.11
H: -6.38181 1.32406 1.99543  0.13
H: -5.50581 2.99528 2.46607  0.13
H: -4.45931 0.64100 4.30962  0.11
H: -7.27604 -0.07769 3.41287  0.06
H: -6.33739 -0.66433 5.03737  0.10
H: -7.48201 0.88198 5.05879  0.10
H: -5.70935 -0.79618 -0.16684  0.13
N: -4.98199 -1.14457 -3.16514  0.34
H: -4.94387 -0.53171 -2.34219  0.13
H: -4.03816 -1.48571 -3.38179  0.08
H: -5.59776 -1.94258 -2.96942  0.18
H: -5.34827 -0.61833 -3.96715  0.18
F: -9.18201 0.31696 2.89640  -0.41
Cl: 2.31799 -1.24804 1.96140  0.32
O: -3.34798 5.49958 0.22784  -0.06
H: -3.44091 5.19859 -0.68853  0.05
H: -4.25714 5.68698 0.50586  0.06
Li: -2.78201 -2.59056 -4.00767  0.94
N: 3.51799 -3.28389 -0.55433  -0.63
O: 3.55053 -4.35266 0.07787  -0.21
O: 2.63931 -3.09617 -1.41205  0.00
O: 4.36413 -2.40284 -0.32882  -0.14
C: 5.39821 -2.51633 -4.57233  -0.04
C: 6.00071 -3.00176 -3.24514  -0.41
C: 6.55266 -1.90120 -2.34259  -0.29
F: 7.52872 -1.17785 -2.93284  0.09
F: 7.10059 -2.43608 -1.21514  0.06
F: 6.93979 -3.95059 -3.50433  0.13
F: 5.00333 -3.64801 -2.56151  0.09
O: 6.25758 -2.55693 -5.71762  0.04
C: 7.14917 -1.45142 -5.84967  -0.46
C: 8.62219 -1.84105 -5.66146  -0.54
F: 8.83208 -2.46482 -4.47546  0.09
F: 9.42370 -0.74281 -5.66860  -0.07
F: 6.75082 -0.46125 -5.01095  0.14
F: 6.96157 -0.97010 -7.10840  0.15
H: 4.59134 -3.21785 -4.81890  0.16
H: 4.89604 -1.54602 -4.47367  0.15
H: 5.76144 -1.22095 -2.02852  0.17
H: 8.95386 -2.51521 -6.45618  -0.14
O: -0.12184 5.15425 0.96116  -0.07
H: -1.08929 5.09946 0.96424  -0.01
H: 0.06509 5.96282 0.46091  0.05
Cs: 10.71799 -2.45020 -6.96599  1.63
Al: 5.61799 -4.44035 1.18049  0.97

Forces on atoms 1 to 2 (eV/Å):
-0.3232 -1.4273 -0.2958
-2.0323 3.1857 1.5490

Results
Charge: +3
Kohn-Sham gap: 1.5 eV

Question: The lowest Kohn-Sham gap belongs to which entry?
Answer: C17H32AlBBrCsF7IMgN2O10S3